Here is a 10-piece molecular cluster, C21H35BrN9P overall from the OMol25 dataset. Energies are from ωB97M-V/def2-TZVPD.

The HOMO energy comes out at -8.02 eV. Its LUMO energy is 0.0068 Ha. As for the gap between HOMO and LUMO: 8.2074 eV.

Structure (ORCA input):
```
! RIJCOSX wB97M-V def2-TZVPD def2/J DEFGRID3
* xyz 0 1
P -1.9769 0.1161 -1.2710
C -2.9099 -0.5033 0.2842
C -1.9640 -1.2398 1.4051
C -0.8810 -0.2601 2.1512
Br 0.7966 -1.3904 2.4160
H -0.8522 0.9560 -0.9484
H -1.5993 -1.0385 -2.0543
H -3.6113 0.3283 0.7726
H -3.6681 -1.3389 -0.1049
H -2.6140 -1.7988 2.2257
H -1.3438 -2.0991 0.8559
H -0.5578 0.6719 1.4837
H -1.1854 0.0802 3.2346
C 3.1129 1.3051 1.2901
C 2.6329 2.7463 1.2369
N 2.2346 3.9419 1.1928
H 3.7108 1.0783 0.4031
H 3.7257 1.1490 2.1822
H 2.2554 0.6275 1.3243
C 2.6204 -3.7447 -0.7904
C 3.2628 -2.3831 -0.5816
N 3.7958 -1.2535 -0.4085
H 3.1841 -4.5098 -0.2495
H 1.5915 -3.7322 -0.4202
H 2.6127 -3.9941 -1.8550
C 7.0891 2.3032 1.5274
C 6.6671 1.3210 2.6079
N 6.3171 0.5061 3.5043
H 6.3438 2.3203 0.7275
H 7.1799 3.3072 1.9511
H 8.0541 2.0049 1.1087
C 11.3564 3.9783 2.0241
C 10.8769 2.9802 0.9828
N 10.4791 2.1522 0.1190
H 11.8210 4.8369 1.5314
H 10.5110 4.3264 2.6239
H 12.0900 3.5060 2.6832
C 0.4185 4.9235 -1.4654
C -0.0610 3.9255 -2.5066
N -0.4588 3.0974 -3.3705
H 0.8831 5.7821 -1.9581
H -0.4269 5.2717 -0.8656
H 1.1521 4.4513 -0.8063
C -5.5016 -1.1104 3.9598
C -5.6772 -1.2746 2.4590
N -5.8230 -1.4109 1.2140
H -4.4382 -1.0420 4.2055
H -6.0042 -0.1995 4.2966
H -5.9331 -1.9689 4.4819
C -5.6654 -4.7331 0.1752
C -4.4044 -5.5579 -0.0243
N -3.3583 -6.2422 -0.1898
H -6.1989 -5.0770 1.0657
H -5.4051 -3.6786 0.3013
H -6.3202 -4.8367 -0.6943
C -1.9505 -1.5865 -5.7393
C -2.9440 -1.5657 -4.5892
N -3.7683 -1.5486 -3.6351
H -2.4823 -1.5214 -6.6926
H -1.2652 -0.7385 -5.6553
H -1.3729 -2.5146 -5.7164
C -7.1345 -0.1641 -2.2437
C -7.7771 1.2131 -2.2216
N -8.3102 2.3557 -2.2033
H -7.3148 -0.6750 -1.2939
H -7.5596 -0.7609 -3.0554
H -6.0561 -0.0700 -2.3982
*
```



Here is C21H35Cl3F6N4O6P2S4Sn as an isolated structure from the OMol25 dataset. Energies are from ωB97M-V/def2-TZVPD.

The HOMO energy comes out at -8.01 eV. Its LUMO energy is -0.0038 Ha. As for the gap between HOMO and LUMO: 7.9055 eV. Its relative energy (zero: lowest compared OMol25 entry of this formula, charge and spin) is 0.0 kJ/mol.

Structure (ORCA input):
```
! RIJCOSX wB97M-V def2-TZVPD def2/J DEFGRID3
* xyz 0 1
Sn 0.2412 0.4819 0.3140
Cl 5.3095 2.7954 -2.3145
C 3.6232 3.3037 -2.4889
Cl 3.4336 5.0013 -2.0636
Cl 3.0438 2.9910 -4.1239
C 2.8173 2.4906 -1.5682
N 2.1840 1.8111 -0.9025
F 2.5311 1.8148 5.7674
C 2.6996 1.0742 4.6892
F 3.9070 1.3237 4.1778
F 2.6337 -0.2129 5.0031
S 1.4162 1.5156 3.3875
O 2.1525 1.4159 2.1301
O 0.9268 2.8111 3.7555
N 0.3376 0.3379 3.3103
S -0.7208 0.2163 4.5240
O -0.1889 0.6918 5.7675
O -1.3519 -1.0630 4.4221
C -2.0959 1.3854 4.0839
F -3.1954 1.0113 4.7329
F -2.3475 1.3281 2.7667
F -1.8120 2.6384 4.4046
N 1.0395 4.2155 0.8375
C -0.2763 4.1083 0.4555
C -1.1081 5.2416 0.4401
C -2.4018 5.1059 0.0054
C -2.8692 3.8564 -0.4094
C -1.9932 2.8013 -0.3541
N -0.7237 2.9126 0.0670
H 1.2291 4.9611 1.4884
H 1.4790 3.3514 1.1207
H -0.7218 6.1942 0.7756
H -3.0577 5.9668 -0.0076
H -3.8788 3.7123 -0.7637
H -2.3026 1.8069 -0.6634
C 4.3833 -2.6241 1.4931
C 3.4686 -1.4114 1.3513
P 2.4174 -1.3474 -0.1494
C 1.7026 -3.0230 -0.2702
C 0.8158 -3.3554 0.9282
C 3.6287 -1.3072 -1.5209
C 2.9986 -1.1976 -2.9069
H 5.0079 -2.5228 2.3814
H 5.0510 -2.7403 0.6383
H 3.8132 -3.5472 1.5998
H 4.0455 -0.4827 1.3514
H 2.7983 -1.3332 2.2109
H 2.5069 -3.7566 -0.3732
H 1.1127 -3.0434 -1.1904
H 1.4033 -3.5401 1.8288
H 0.2152 -4.2441 0.7330
H 0.1244 -2.5424 1.1647
H 4.2320 -2.2170 -1.4483
H 4.2988 -0.4635 -1.3299
H 2.3566 -2.0517 -3.1261
H 3.7754 -1.1545 -3.6714
H 2.3731 -0.3103 -2.9936
C -2.8366 -0.1314 -4.6815
C -3.6548 -0.7814 -3.5835
C -4.2167 -2.1337 -3.9735
O -2.9265 -0.8989 -2.3289
P -1.3838 -1.2575 -2.1159
S -0.7725 -2.8042 -3.1021
S -0.2714 0.4309 -2.2987
O -1.3925 -1.4202 -0.5049
C -2.2691 -2.2152 0.3618
C -3.4755 -1.3837 0.7465
C -2.6320 -3.5567 -0.2346
H -3.4798 0.0333 -5.5467
H -2.0069 -0.7712 -4.9845
H -2.4341 0.8277 -4.3585
H -4.4768 -0.1142 -3.3146
H -3.4140 -2.8263 -4.2208
H -4.8681 -2.0217 -4.8417
H -4.8036 -2.5547 -3.1567
H -1.6460 -2.3689 1.2462
H -4.0849 -1.1659 -0.1292
H -3.1715 -0.4459 1.2113
H -4.0777 -1.9352 1.4695
H -3.2646 -3.4432 -1.1155
H -3.1809 -4.1244 0.5182
H -1.7482 -4.1192 -0.5291
*
```



Here is a 4-piece molecular cluster, C21H35F2N4O9P overall from the OMol25 dataset. Energies are from ωB97M-V/def2-TZVPD.

The HOMO energy comes out at -8.07 eV. Its LUMO energy is -0.0155 Ha. As for the gap between HOMO and LUMO: 7.6465 eV.

Structure (ORCA input):
```
! RIJCOSX wB97M-V def2-TZVPD def2/J DEFGRID3
* xyz 0 1
N 0.5945 2.3896 -0.3929
P -0.7438 3.1886 0.3190
O -0.0411 4.1126 1.5856
N -1.9366 2.0137 1.0614
C -1.7402 2.1255 2.5531
O -2.5887 2.6937 3.1686
N -0.5330 1.6071 3.1954
C -0.8333 0.7680 4.3526
O -0.2766 -0.2644 4.4556
F -1.6882 1.1300 5.3592
C -3.2972 2.4527 0.6356
C -3.6039 2.1612 -0.8964
N -2.6311 1.2990 -1.5958
C -2.1743 0.1503 -0.7516
C -3.4000 -0.8797 -0.7688
C -3.9685 -1.1120 -2.2463
C -5.2382 -2.0543 -2.0877
F -6.3167 -1.3657 -1.4485
C -0.9904 -0.5188 -1.5883
C -0.2577 -1.6729 -0.8187
O -0.7395 -2.7473 -0.5706
C 1.2215 -1.3777 -0.3552
C 2.2820 -1.4447 -1.3649
C 3.6578 -1.1996 -0.9390
C 4.0128 -0.8791 0.4405
C 2.9485 -0.7730 1.4584
C 1.5794 -1.0422 1.0278
C -1.7111 0.5627 0.7098
C -2.4042 -0.4310 1.7470
O -1.7474 -1.4153 2.1210
O -3.5924 -0.2202 2.2131
H 1.4799 2.5531 0.0915
H 0.6581 2.5506 -1.3965
H -0.7402 4.7270 1.8914
H -0.0391 2.4405 3.5382
H -3.3322 3.5724 0.7782
H -4.1269 2.0275 1.2509
H -4.6609 1.7963 -1.0274
H -3.5695 3.1621 -1.4214
H -1.7967 1.8066 -1.8988
H -4.2841 -0.4860 -0.1889
H -3.0922 -1.9051 -0.4192
H -4.3554 -0.1752 -2.7160
H -3.2552 -1.6936 -2.8877
H -5.6199 -2.2670 -3.1308
H -4.9941 -3.0258 -1.5908
H -0.2517 0.3194 -1.7651
H -1.3143 -0.8626 -2.6013
H 2.0791 -1.6639 -2.4432
H 4.5037 -1.2561 -1.6726
H 5.0592 -0.7064 0.7745
H 3.1540 -0.5010 2.5186
H 0.7236 -0.9725 1.7574
H -0.6087 0.3704 0.8540
C 1.1247 7.4070 0.8655
O 0.5497 7.5565 -0.4266
H 1.2468 6.3448 1.0708
H 2.1002 7.8986 0.8931
H 0.4623 7.8472 1.6161
H 0.4487 8.5011 -0.5881
C 3.1382 -5.0542 -1.9566
O 2.7675 -4.0969 -2.9424
H 3.9622 -4.6513 -1.3698
H 2.2894 -5.2542 -1.2978
H 3.4593 -5.9794 -2.4429
H 2.0391 -4.4741 -3.4480
C 6.8032 -5.4723 0.5597
O 6.7587 -5.0781 -0.8062
H 6.5881 -4.6037 1.1799
H 6.0534 -6.2447 0.7489
H 7.7980 -5.8531 0.8050
H 6.9513 -5.8604 -1.3346
*
```



Here is C21H35FHfP2 as an isolated structure from the OMol25 dataset. Energies are from ωB97M-V/def2-TZVPD.

The HOMO energy (spin up / spin down) comes out at -11.08 / -11.08 eV. Its LUMO energy (spin up / spin down) is -0.2270 / -0.2271 Ha. As for the gap between HOMO and LUMO (spin up / spin down): 4.9036 / 4.9030 eV. Its relative energy (zero: lowest compared OMol25 entry of this formula, charge and spin) is 29.8 kJ/mol.

Structure (ORCA input):
```
! RIJCOSX wB97M-V def2-TZVPD def2/J DEFGRID3
* xyz 2 1
P 2.1224 0.9353 1.0637
P -1.3207 -1.8895 1.1795
C 1.2371 -0.5085 0.2779
C -0.3113 -0.6324 0.2037
H 1.6284 -1.3703 0.8390
H 1.6682 -0.5934 -0.7419
H -0.8072 0.3376 0.4456
H -0.5446 -1.0036 -0.8218
C -0.8100 -3.5536 0.8145
H -1.0285 -4.2007 1.6759
H 0.2646 -3.6014 0.5984
H -1.3677 -3.9274 -0.0558
C -2.9956 -1.5898 0.6041
H -3.2021 -2.1974 -0.2894
H -3.1516 -0.5323 0.3516
H -3.7046 -1.8602 1.3982
C 3.8023 0.3301 1.2617
H 4.1820 0.6076 2.2524
H 4.4276 0.7875 0.4804
H 3.8121 -0.7612 1.1368
C 2.2508 2.5316 0.2050
H 1.2879 3.0402 -0.0018
H 2.8240 2.4286 -0.7306
H 2.7952 3.2286 0.8619
Hf -0.3051 1.2987 -1.7642
C -1.7990 0.8046 -3.0774
C -0.9433 -0.3805 -2.9351
C 0.2211 -0.7293 -3.8590
C 1.1921 0.4299 -4.1609
C 1.4058 1.4265 -3.0089
C 0.6956 2.7087 -2.9304
C -0.5079 3.0503 -3.7908
C -1.5712 1.9157 -4.0801
C 1.3121 1.2131 2.6372
H -2.7927 0.7471 -2.6109
H -1.4582 -1.2710 -2.5443
H -0.1859 -1.1136 -4.8124
H 0.8027 -1.5739 -3.4285
H 2.1827 -0.0182 -4.3938
H 0.8930 0.9650 -5.0829
H 2.4176 1.4160 -2.5744
H 1.2237 3.5604 -2.4833
H -0.1485 3.3861 -4.7824
H -1.0605 3.9208 -3.3780
H -2.5441 2.4431 -4.1275
H -1.3745 1.4989 -5.0862
H 0.2286 1.1807 2.4522
H 1.6081 2.2013 3.0266
H 1.5269 0.4140 3.3555
F -1.5266 -1.4701 7.0614
C -1.3568 -1.3892 5.7021
C -2.2758 -0.6355 4.9666
C -2.1735 -0.6781 3.5607
C -1.2173 -1.4990 2.9371
C -0.2399 -2.1479 3.7185
C -0.3243 -2.1217 5.1213
H -3.0449 -0.0595 5.4509
H -2.8732 -0.1116 2.9557
H 0.5623 -2.7135 3.2342
H 0.3925 -2.6733 5.7224
*
```



Here is C21H35FIrP2 as an isolated structure from the OMol25 dataset. Energies are from ωB97M-V/def2-TZVPD.

The HOMO energy (spin up / spin down) comes out at -13.47 / -14.27 eV. Its LUMO energy (spin up / spin down) is -0.2396 / -0.3832 Ha. As for the gap between HOMO and LUMO (spin up / spin down): 6.9458 / 3.8445 eV. Its relative energy (zero: lowest compared OMol25 entry of this formula, charge and spin) is 443.2 kJ/mol. As for the expectation value of S²: 8.77.

Structure (ORCA input):
```
! RIJCOSX wB97M-V def2-TZVPD def2/J DEFGRID3
* xyz 2 6
P 0.7589 -1.9407 -1.2816
P 1.3538 1.2364 0.0742
C 0.7442 -0.4168 -2.1368
C 1.6492 0.5949 -1.6138
H -1.9784 -0.7908 -2.3987
H 0.4287 -0.2332 -3.1750
H 2.6935 0.2278 -1.4439
H 1.5409 1.5395 -2.1712
C 0.8041 2.8778 -0.2534
H 0.7956 3.5887 0.5754
H -0.0934 2.9281 -0.8659
H 1.6932 3.0737 -0.8654
C 3.3637 1.6294 0.2276
H 4.0441 2.0197 -0.5587
H 3.7856 0.6360 0.4110
H 3.4989 2.2409 1.1030
C 0.1427 -2.8104 -2.9524
H 0.2418 -3.8896 -2.7862
H 0.6368 -2.5743 -3.8974
H -0.9231 -2.6180 -3.1099
C 2.4442 -2.7137 -1.5785
H 3.1786 -1.9169 -1.4885
H 2.6022 -3.2319 -2.5380
H 2.5689 -3.4380 -0.7747
Ir 1.7079 0.2056 1.7412
C -2.5563 0.9693 -1.4512
C -2.7222 0.0524 -2.5699
C -4.1707 -0.5881 -2.7686
C -4.5321 -1.6757 -1.7862
C -3.4089 -2.6567 -1.5855
C -2.3854 -2.2699 -0.8517
C -2.2859 -1.0229 0.1202
C -2.7377 0.5124 -0.0907
C 3.4327 -0.9365 2.1518
H -2.3183 2.0288 -1.6889
H -2.5042 0.5980 -3.5141
H -4.2236 -0.9719 -3.7966
H -4.8991 0.2245 -2.6759
H -4.7028 -1.1198 -0.8322
H -5.4381 -2.1549 -2.1833
H -3.4857 -3.6589 -2.0206
H -1.5282 -2.9313 -0.6724
H -1.2266 -0.8272 0.3837
H -2.8053 -1.3387 1.0473
H -3.6947 0.7098 0.4713
H -2.1028 1.2478 0.4588
H 4.3473 -0.4520 2.5575
H 3.6821 -1.3958 1.1835
H 3.1440 -1.6898 2.9370
F 1.1028 2.7150 6.8426
C 1.0826 2.3301 5.5108
C 2.2259 2.5913 4.7659
C 2.1754 2.2888 3.3882
C 1.0337 1.6683 2.9196
C -0.2069 1.5525 3.6225
C -0.1339 1.8037 5.0071
H 3.1261 2.9867 5.2374
H 3.0606 2.4125 2.7870
H -1.1033 1.1638 3.1002
H -0.9229 1.6101 5.7531
*
```



Here is a 6-piece molecular cluster, C21H35FO5 overall from the OMol25 dataset. Energies are from ωB97M-V/def2-TZVPD.

The HOMO energy comes out at -9.33 eV. Its LUMO energy is 0.0182 Ha. As for the gap between HOMO and LUMO: 9.8259 eV. Its relative energy (zero: lowest compared OMol25 entry of this formula, charge and spin) is 134.8 kJ/mol.

Structure (ORCA input):
```
! RIJCOSX wB97M-V def2-TZVPD def2/J DEFGRID3
* xyz 0 1
F -15.7223 -38.7881 -24.7241
C -15.3796 -38.0043 -23.6781
C -16.2945 -37.4589 -22.7802
C -15.8830 -36.4861 -21.8512
C -14.5619 -36.1795 -21.7836
C -13.6265 -36.8437 -22.5435
C -14.0216 -37.6997 -23.5578
H -17.3170 -37.7880 -22.8923
H -16.5607 -36.0322 -21.1433
H -14.2976 -35.4574 -21.0253
H -12.5812 -36.6213 -22.3879
H -13.2469 -38.0420 -24.2278
C -8.3768 -39.9100 -20.2912
C -7.6829 -38.8270 -19.4877
O -8.3197 -37.8717 -19.0603
C -6.1936 -38.8713 -19.2160
H -7.9003 -40.8738 -20.1116
H -8.3848 -39.7159 -21.3638
H -9.4371 -39.9776 -20.0479
H -5.9327 -37.8182 -19.1104
H -5.5173 -39.2740 -19.9700
H -6.0035 -39.4123 -18.2890
C -14.6801 -38.4921 -30.6893
C -13.4458 -38.7573 -29.9363
O -12.6373 -37.8785 -29.7144
C -13.1803 -40.2302 -29.7053
H -14.8629 -37.4840 -31.0614
H -15.5832 -38.7770 -30.1495
H -14.6669 -39.1045 -31.5910
H -12.7646 -40.3352 -28.7032
H -12.3910 -40.5427 -30.3890
H -14.0314 -40.8679 -29.9445
C -22.3127 -34.8439 -22.5485
C -22.9748 -35.7475 -23.6014
O -22.3141 -36.3292 -24.4509
C -24.4955 -35.9094 -23.5450
H -21.2463 -34.6782 -22.7014
H -22.3150 -35.2924 -21.5551
H -22.8332 -33.8995 -22.3891
H -24.7982 -36.3711 -22.6051
H -24.9785 -36.5447 -24.2874
H -25.0330 -34.9683 -23.6618
C -10.2928 -33.2934 -25.8418
C -9.6611 -33.2412 -24.4046
O -8.7612 -34.0256 -24.0555
C -10.2850 -32.3285 -23.3700
H -10.2933 -32.2520 -26.1638
H -11.2887 -33.7303 -25.7690
H -9.6681 -33.9258 -26.4726
H -9.7915 -32.3995 -22.4007
H -11.3537 -32.5043 -23.2477
H -10.0987 -31.3196 -23.7384
C -20.8786 -40.6428 -28.4655
C -22.2142 -41.2136 -28.1503
O -22.2487 -42.4421 -27.9526
C -23.4505 -40.3792 -28.0771
H -21.0460 -39.9865 -29.3196
H -20.0905 -41.3709 -28.6571
H -20.5086 -40.0762 -27.6110
H -24.0167 -40.3330 -29.0073
H -23.2013 -39.3266 -27.9426
H -24.1461 -40.7227 -27.3114
*
```



Here is C21H35N2O2OsSi2 as an isolated structure from the OMol25 dataset. Energies are from ωB97M-V/def2-TZVPD.

The HOMO energy (spin up / spin down) comes out at -17.82 / -17.81 eV. Its LUMO energy (spin up / spin down) is -0.4155 / -0.4151 Ha. As for the gap between HOMO and LUMO (spin up / spin down): 6.5182 / 6.5166 eV. Its relative energy (zero: lowest compared OMol25 entry of this formula, charge and spin) is 143.9 kJ/mol.

Structure (ORCA input):
```
! RIJCOSX wB97M-V def2-TZVPD def2/J DEFGRID3
* xyz 3 1
Os 0.0059 0.3214 0.9096
C -1.0525 -2.2936 3.2865
C -0.5388 -0.8951 3.1052
C -1.3736 0.2127 3.2658
C -0.8716 1.5265 3.2773
C 0.4831 1.7608 3.1279
C 1.3497 0.6698 2.9415
C 0.8359 -0.6394 2.8882
H -0.3670 -3.0372 2.8854
H -2.0387 -2.4293 2.8446
H -1.1509 -2.4853 4.3584
H -2.4322 0.0439 3.4294
H -1.5441 2.3578 3.4287
H 0.8785 2.7665 3.1911
H 2.4208 0.8140 2.9079
H 1.5188 -1.4784 2.8384
C 3.2550 -1.8518 -2.0826
Si 2.5087 -1.4760 -0.4465
C 3.5797 -0.2474 0.4503
C 1.9745 -2.9655 0.5194
C 0.7466 -0.4258 -0.7529
C 1.0883 0.9343 -1.3099
C 1.5418 1.4328 -2.5099
C 1.7358 2.8118 -2.5924
C 1.4469 3.6336 -1.5065
C 0.9666 3.0736 -0.3375
N 0.8290 1.7455 -0.2733
Si -0.5800 -1.5631 -1.7791
C 0.2258 -2.7274 -2.9534
C -1.5366 -2.4884 -0.4686
C -1.5876 -0.3233 -2.7207
H 4.2698 -2.2164 -1.8820
H 3.3589 -0.9728 -2.7203
H 2.7385 -2.6345 -2.6295
H 4.2908 -0.7746 1.0938
H 3.0349 0.4654 1.0613
H 4.1692 0.3290 -0.2666
H 2.7874 -3.3165 1.1620
H 1.7313 -3.7920 -0.1519
H 1.1002 -2.7785 1.1420
H 1.7378 0.7798 -3.3498
H 2.1157 3.2473 -3.5078
H 1.5915 4.7032 -1.5638
H 0.7169 3.6575 0.5365
H 0.6988 -3.5782 -2.4619
H 0.9477 -2.2501 -3.6157
H -0.5738 -3.1234 -3.5893
H -1.0398 -3.4230 -0.2019
H -2.5256 -2.7540 -0.8547
H -1.7080 -1.9191 0.4447
H -1.0020 0.1776 -3.4930
H -2.0353 0.4300 -2.0778
H -2.3944 -0.8647 -3.2240
N -4.4540 3.1815 -0.0323
C -3.8070 1.8424 -0.2377
C -2.4028 1.9021 0.3639
O -1.9884 2.9352 0.8348
O -1.7900 0.7471 0.2869
H -4.7029 3.6374 -0.9131
H -3.7519 3.7678 0.4489
H -5.2992 3.1315 0.5404
H -3.7402 1.6267 -1.3024
H -4.3921 1.0586 0.2381
*
```



no.,E_tot (a.u.)
1,-4228.94606
2,-5961.32311
3,-2258.28272
4,-1650.96852
5,-1707.01507
6,-1297.16861
7,-1749.89361